1.
ORCA calculation (ωB97M-V/def2-TZVPD) on a structure of composition C28H54Ca2ClF6N4O21S5V in a non-equilibrium geometry.

ORCA input file:
```
! wB97M-V def2-TZVPD RIJCOSX def2/J DEFGRID3
* xyz -2 1
H -2.66 0.93 -0.61
H -0.54 3.30 1.09
H 6.91 -2.72 1.92
H -4.80 5.38 7.08
H 0.01 1.15 0.55
H 5.53 -1.32 -6.98
F -2.11 -3.18 -0.88
F -4.79 -1.68 -4.98
H 4.60 -0.45 -4.64
C 6.97 -2.39 -0.22
C 7.12 1.36 0.05
O 0.16 3.28 -1.42
H -4.90 6.16 2.54
C 5.22 -0.93 -0.85
H -0.75 -5.29 -1.33
C -1.65 4.75 -0.94
H -3.25 4.91 4.78
H 7.77 1.45 0.93
O 12.40 -2.94 0.43
C -1.18 3.28 -0.94
C 3.88 -0.86 -5.37
H -6.43 4.03 0.87
S 4.76 0.07 -2.02
H 7.32 2.20 -0.59
F -4.86 0.41 -5.52
H -9.19 -1.83 -7.14
H -2.26 2.93 0.92
H 0.31 2.50 -1.96
H -8.89 -0.87 -5.71
C -1.28 -5.26 0.69
H 3.05 -0.13 -5.38
C -7.54 6.11 1.41
O -7.50 -2.59 4.43
H 2.11 -4.68 -1.31
O 14.39 -3.42 5.19
H 8.28 -1.82 1.40
H -2.07 4.95 -1.92
O 10.39 -2.09 -0.26
O -0.94 -1.69 0.46
O 3.59 -2.06 -5.29
N -0.97 1.34 0.66
S -6.59 -3.16 3.49
H 0.12 -2.79 -2.34
C -5.46 3.47 2.69
O -4.25 4.19 2.43
H 7.53 0.02 -1.71
S -5.64 -0.86 2.61
O -5.25 5.37 5.06
H -8.53 5.82 1.04
H -5.65 3.41 3.76
F -5.21 -3.22 4.32
C -5.14 4.70 6.29
H -7.60 7.11 1.84
C -5.13 -0.47 -4.53
H 4.25 -3.55 -2.26
O 4.98 0.62 -7.05
C 7.39 -0.02 -0.63
C 4.71 -0.58 -7.02
C -1.56 -3.91 1.38
H -0.80 5.40 -0.74
H 11.57 -3.24 2.01
N -6.22 -2.29 2.23
O -1.65 -6.35 0.96
O -4.70 1.29 -2.64
C -4.01 5.61 4.43
O -7.73 -2.58 -5.86
C 0.77 -2.91 -1.48
H 6.10 1.33 0.43
C -1.27 2.76 0.49
H -9.78 -2.36 -5.58
O -2.83 -0.10 -3.38
N -0.38 -5.02 -0.43
H 1.90 -4.11 -2.98
C -2.11 -0.82 0.52
O -4.62 -1.06 -2.04
H -2.97 -1.23 -0.01
V 15.90 -2.62 5.76
C -8.87 -1.94 -6.07
H 3.95 -0.99 -7.71
C -1.77 0.46 -0.21
S 3.91 -2.13 -0.31
O -4.34 -0.85 3.22
C -1.31 -2.97 0.19
O -6.79 -4.53 3.14
S -4.23 -0.04 -2.98
C -6.67 3.97 1.94
H -6.13 4.32 6.56
H -4.46 3.84 6.22
O 10.70 -2.93 1.81
C 0.01 -3.64 -0.29
Cl 8.00 3.42 1.40
C 3.43 -2.90 -1.97
H -0.73 -3.82 2.08
Ca 2.36 -3.89 0.25
H 8.28 -3.53 1.05
H 8.34 -0.37 -0.22
H -1.15 0.20 -1.08
O 17.32 -1.78 5.64
C 11.18 -2.59 0.49
H -1.86 2.77 -1.62
H -3.69 6.63 4.69
O -7.11 5.24 2.43
C 2.08 -3.77 -1.97
O -6.57 0.11 3.07
H 7.73 -2.52 -0.99
H 0.73 -3.69 0.57
H 6.23 -3.17 -0.34
N 6.39 -1.02 -0.20
H -2.41 -0.58 1.53
H -3.18 5.87 2.51
F -6.45 -0.46 -4.36
H 3.37 -2.13 -2.74
C 7.65 -2.65 1.12
Ca 12.64 -4.20 3.22
F -5.30 -0.33 1.16
H -6.83 6.14 0.58
H -2.51 -3.81 1.90
H -5.27 2.46 2.35
C -4.12 5.51 2.92
H -7.48 3.25 2.08
H -2.43 4.86 -0.18
H 1.06 -1.92 -1.14
*
```

## Properties
molar mass = 1223.623 g/mol
Kohn-Sham gap = 0.77 eV
HOMO level = -0.068 Ha

Atom charges from the Löwdin analysis, given in e for atoms 1 to 99: atom 1 (H): 0.1145, atom 2 (H): 0.1267, atom 3 (H): 0.0754, atom 4 (H): 0.0822, atom 5 (H): 0.0915, atom 6 (H): 0.1230, atom 7 (F): 0.1436, atom 8 (F): 0.1096, atom 9 (H): 0.0587, atom 10 (C): -0.2343, atom 11 (C): -0.2727, atom 12 (O): -0.0390, atom 13 (H): 0.1165, atom 14 (C): -1.0145, atom 15 (H): 0.1581, atom 16 (C): -0.0351, atom 17 (H): 0.1246, atom 18 (H): -0.0837, atom 19 (O): -0.0833, atom 20 (C): -0.4199, atom 21 (C): -0.2915, atom 22 (H): 0.1291, atom 23 (S): 0.8368, atom 24 (H): 0.0107, atom 25 (F): 0.0963, atom 26 (H): 0.0473, atom 27 (H): 0.1137, atom 28 (H): 0.0793, atom 29 (H): 0.0717, atom 30 (C): -0.4043, atom 31 (H): 0.1353, atom 32 (C): -0.1298, atom 33 (O): -0.2925, atom 34 (H): 0.0220, atom 35 (O): -0.9051, atom 36 (H): 0.0704, atom 37 (H): 0.0751, atom 38 (O): 0.0962, atom 39 (O): -0.0131, atom 40 (O): -0.0141, atom 41 (N): -0.0534, atom 42 (S): 0.4624, atom 43 (H): 0.1495, atom 44 (C): -0.1586, atom 45 (O): -0.1301, atom 46 (H): 0.1046, atom 47 (S): 0.4650, atom 48 (O): -0.1987, atom 49 (H): 0.0856, atom 50 (H): 0.1219, atom 51 (F): -0.2244, atom 52 (C): -0.1193, atom 53 (H): 0.0812, atom 54 (C): -0.6744, atom 55 (H): 0.0886, atom 56 (O): 0.0524, atom 57 (C): -0.2239, atom 58 (C): -0.2751, atom 59 (C): 0.0757, atom 60 (H): 0.0766, atom 61 (H): -0.1318, atom 62 (N): -0.2952, atom 63 (O): 0.1617, atom 64 (O): -0.3341, atom 65 (C): -0.2018, atom 66 (O): -0.2251, atom 67 (C): -0.0750, atom 68 (H): 0.0557, atom 69 (C): -0.1848, atom 70 (H): 0.0492, atom 71 (O): -0.3675, atom 72 (N): 0.1003, atom 73 (H): 0.1342, atom 74 (C): -0.1177, atom 75 (O): -0.3239, atom 76 (H): 0.1124, atom 77 (V): 0.7631, atom 78 (C): -0.4151, atom 79 (H): 0.1258, atom 80 (C): -0.1813, atom 81 (S): 0.7361, atom 82 (O): -0.3132, atom 83 (C): -0.5141, atom 84 (O): -0.3033, atom 85 (S): 0.4271, atom 86 (C): -0.1748, atom 87 (H): 0.0879, atom 88 (H): 0.0887, atom 89 (O): -0.0579, atom 90 (C): -0.3449, atom 91 (Cl): -0.4419, atom 92 (C): -0.4094, atom 93 (H): 0.1358, atom 94 (Ca): 1.2376, atom 95 (H): 0.0663, atom 96 (H): 0.0957, atom 97 (H): 0.1143, atom 98 (O): -0.6141, atom 99 (C): -0.7452

---

2.
ORCA calculation (ωB97M-V/def2-TZVPD) on a cluster of 17 separate species, C28H54Cl34N2OP2S in total in a non-equilibrium geometry.

ORCA input file:
```
! wB97M-V def2-TZVPD RIJCOSX def2/J DEFGRID3
* xyz 0 1
C -6.62 -7.23 -0.95
Cl -6.57 10.75 3.35
Cl 3.75 -9.35 -0.30
H -1.69 -3.87 -0.15
H -7.04 7.70 1.56
H 0.43 2.51 -2.48
H 3.84 0.77 -1.49
C -0.12 -2.58 5.66
H 7.97 -2.10 -3.22
C -2.39 -4.30 0.56
H 3.49 2.22 1.27
H -2.94 -9.67 -2.87
Cl 6.50 -0.79 4.25
Cl -7.85 -7.24 -2.22
C -2.11 -9.17 -3.34
H 1.17 -0.49 2.35
Cl -3.16 -5.70 -0.19
Cl -8.02 0.49 -7.70
Cl -5.05 5.78 1.06
Cl -9.14 11.86 2.54
H 3.67 0.64 2.23
H 3.47 -9.26 -2.64
C 4.65 -5.90 0.98
H 2.17 2.09 -2.63
C 7.55 -1.11 -3.04
H -1.13 1.53 0.22
H -7.01 9.47 1.39
H -0.11 -3.67 5.69
C 4.17 0.05 -0.70
P 0.31 -1.46 1.74
Cl -1.63 1.88 4.29
Cl -1.53 -4.72 2.04
H 5.99 2.91 0.37
H 3.24 -1.89 -0.49
Cl -9.54 0.42 -5.21
Cl -0.66 -9.38 -2.35
H -6.31 5.13 -0.81
H 1.53 -2.87 -0.93
C 9.24 1.92 1.42
H 2.95 -0.89 0.96
Cl -4.10 5.12 -1.62
Cl -5.14 11.30 0.10
H -5.36 3.79 -0.15
H -0.35 -2.99 -4.39
Cl 8.85 3.18 0.24
Cl -3.52 8.91 0.52
P 1.33 1.41 -0.36
C 1.39 2.44 -1.91
H -0.18 2.92 0.78
Cl -1.89 -9.84 -4.96
H 0.76 -2.19 6.18
H 6.42 1.80 -1.06
C 1.56 -0.44 -0.70
C -5.35 4.84 -0.40
Cl 3.09 -7.04 -1.97
Cl 5.90 -1.06 -3.65
C -3.33 0.97 -4.07
H 1.70 3.47 -1.61
H -6.27 -6.22 -0.81
Cl 3.99 -4.33 1.44
Cl -0.09 -2.03 3.96
O 0.64 -2.76 -0.55
H -7.06 -7.60 -0.03
C 3.01 -0.85 -0.15
Cl -5.25 -8.26 -1.38
H -0.70 -2.92 -2.64
Cl -9.20 8.63 1.48
Cl -7.25 8.38 -0.68
C -7.91 11.81 3.81
C -0.16 1.81 0.69
H -0.79 1.63 6.47
H 4.30 -6.15 -0.01
Cl -1.57 -2.00 6.48
C -1.02 -3.33 -3.60
Cl 1.01 0.94 5.12
H 4.81 2.58 -0.93
C -8.11 -0.17 -6.07
H -7.53 12.81 3.97
C -3.52 10.68 0.45
H -2.32 -8.10 -3.43
C 5.01 0.83 0.41
C 2.98 -8.79 -1.79
C 7.86 -1.65 4.97
H 8.36 -2.23 4.19
C -0.93 -1.02 -0.82
H -2.84 11.00 -0.33
H -8.16 -1.26 -6.12
S -1.61 -1.12 2.21
Cl 6.42 -5.89 0.97
Cl -2.65 -2.73 -3.95
H -2.42 1.04 -4.66
H 5.91 0.24 0.82
H 4.91 1.91 2.29
C 5.65 2.12 -0.34
Cl 9.03 -0.53 5.68
H 0.60 -2.79 2.17
Cl -4.70 0.65 -5.15
H -3.16 -3.57 0.81
H -7.22 0.13 -5.52
C 4.18 1.40 1.60
H -0.03 2.99 5.62
H 1.93 -9.08 -1.77
Cl 7.79 1.30 2.20
Cl -0.97 -5.09 -3.51
C -7.49 8.55 1.06
H -8.36 11.43 4.72
C 1.63 -0.59 -2.24
H 9.90 2.34 2.18
H -0.08 1.43 1.73
H -3.20 11.06 1.41
Cl 7.59 -0.79 -1.30
H 7.49 -2.32 5.74
H 8.14 -0.36 -3.55
Cl -3.55 2.47 -3.17
N -1.79 -0.54 -1.37
H -3.24 0.14 -3.37
N 1.77 -0.69 -3.36
C -0.37 1.96 5.53
C 0.43 -1.39 -0.17
H 9.75 1.11 0.91
H 4.91 -0.64 -1.25
H 4.31 -6.65 1.69
*
```

## Properties
molar mass = 1734.170 g/mol
Kohn-Sham gap = 7.71 eV
HOMO level = -0.288 Ha

Atom charges from the Löwdin analysis, given in e for atoms 1 to 99: atom 1 (C): -1.0287, atom 2 (Cl): 0.5465, atom 3 (Cl): 0.5232, atom 4 (H): -0.0020, atom 5 (H): -0.0141, atom 6 (H): 0.0402, atom 7 (H): 0.0834, atom 8 (C): -0.9120, atom 9 (H): 0.0278, atom 10 (C): -1.0278, atom 11 (H): 0.0461, atom 12 (H): 0.0049, atom 13 (Cl): 0.4781, atom 14 (Cl): 0.5082, atom 15 (C): -1.0300, atom 16 (H): -0.0151, atom 17 (Cl): 0.5085, atom 18 (Cl): 0.4954, atom 19 (Cl): 0.5054, atom 20 (Cl): 0.5045, atom 21 (H): 0.0579, atom 22 (H): 0.0327, atom 23 (C): -1.0507, atom 24 (H): 0.0378, atom 25 (C): -0.9869, atom 26 (H): 0.0272, atom 27 (H): -0.1024, atom 28 (H): 0.0318, atom 29 (C): -0.1977, atom 30 (P): 0.3930, atom 31 (Cl): 0.5227, atom 32 (Cl): 0.5199, atom 33 (H): 0.0396, atom 34 (H): 0.0988, atom 35 (Cl): 0.4983, atom 36 (Cl): 0.5233, atom 37 (H): 0.0222, atom 38 (H): 0.0952, atom 39 (C): -0.9801, atom 40 (H): 0.0815, atom 41 (Cl): 0.4814, atom 42 (Cl): 0.5091, atom 43 (H): 0.0293, atom 44 (H): 0.0278, atom 45 (Cl): 0.5367, atom 46 (Cl): 0.4967, atom 47 (P): 0.9804, atom 48 (C): -0.2722, atom 49 (H): 0.0547, atom 50 (Cl): 0.5143, atom 51 (H): 0.0210, atom 52 (H): 0.0335, atom 53 (C): -0.4931, atom 54 (C): -0.9971, atom 55 (Cl): 0.5473, atom 56 (Cl): 0.5401, atom 57 (C): -1.0337, atom 58 (H): 0.0458, atom 59 (H): 0.0108, atom 60 (Cl): 0.5031, atom 61 (Cl): 0.3606, atom 62 (O): -0.0865, atom 63 (H): 0.0287, atom 64 (C): -0.1862, atom 65 (Cl): 0.4900, atom 66 (H): -0.0245, atom 67 (Cl): 0.4906, atom 68 (Cl): 0.4969, atom 69 (C): -0.9868, atom 70 (C): -0.2993, atom 71 (H): 0.0249, atom 72 (H): -0.0749, atom 73 (Cl): 0.5278, atom 74 (C): -1.0261, atom 75 (Cl): 0.5114, atom 76 (H): 0.0714, atom 77 (C): -1.0432, atom 78 (H): 0.0266, atom 79 (C): -1.0084, atom 80 (H): 0.0094, atom 81 (C): -0.4026, atom 82 (C): -0.9962, atom 83 (C): -1.0177, atom 84 (H): 0.0278, atom 85 (C): -0.2473, atom 86 (H): 0.0258, atom 87 (H): 0.0278, atom 88 (S): 0.1784, atom 89 (Cl): 0.5043, atom 90 (Cl): 0.5318, atom 91 (H): 0.0292, atom 92 (H): 0.0546, atom 93 (H): 0.0586, atom 94 (C): -0.1289, atom 95 (Cl): 0.5000, atom 96 (H): -0.0522, atom 97 (Cl): 0.5303, atom 98 (H): 0.0200, atom 99 (H): -0.0523